This record from the OMol25 dataset describes C5H8N2OS in the gas phase at a distorted geometry. The level of theory is ωB97M-V/def2-TZVPD.

HOMO: -0.316 Eh
E_LUMO: 0.51 eV
F_max: 4.56 eV Å⁻¹

Bonds (Å) are listed after each position.
Element x y z (Å)
1 C 0.457 0.561 -1.069  C3 1.457, N6 1.296, N7 1.434
2 C -1.533 1.119 -2.001  N6 1.294, O8 1.174, S9 1.853
3 C 1.911 0.636 -1.010  C1 1.457, H10 1.072, H11 1.119, H12 1.113
4 C -0.747 -0.906 2.196  C5 1.466, H13 1.044, H14 1.159, H15 1.088
5 C 0.010 -1.013 0.945  C4 1.466, N7 1.455, H16 1.023, H17 1.118
6 N -0.243 1.200 -1.952  C1 1.296, C2 1.294
7 N -0.389 -0.147 -0.153  C1 1.434, C5 1.455, S9 1.690
8 O -2.315 1.707 -2.649  C2 1.174
9 S -2.013 0.197 -0.467  C2 1.853, N7 1.690
10 H 2.458 0.264 -1.853  C3 1.072
11 H 2.145 0.056 -0.082  C3 1.119
12 H 2.089 1.732 -0.924  C3 1.113
13 H -1.671 -1.319 1.939  C4 1.044
14 H -0.300 -1.507 3.080  C4 1.159
15 H -0.815 0.146 2.463  C4 1.088
16 H 0.967 -0.652 0.945  C5 1.023
17 H -0.011 -2.074 0.594  C5 1.118